This record from the OMol25 dataset describes a molecular structure, C2H9N2O3. The level of theory is wB97M-V/def2-TZVPD.

Geometry as XYZ:
```
16
Properties=species:S:1:pos:R:3:forces:R:3:lowdin_charge:R:1
C 0.6809 -0.5904 0.6188 -2.835 2.321 -3.037 -0.59
C -0.5750 -0.4319 -0.8075 2.415 0.370 3.637 -0.21
O 1.5756 -1.5097 0.2518 0.327 -2.459 0.657 0.09
O -1.6517 -1.2056 -0.4178 -0.352 0.326 -1.556 0.00
H -0.9213 1.4296 -1.5876 -0.079 1.169 -0.221 0.16
H -0.0855 1.3475 0.0693 1.021 0.203 -1.250 0.12
H -2.3199 -1.2633 -1.1488 0.643 -0.166 0.929 0.15
H 1.2816 -2.4758 0.3539 0.302 2.126 -0.033 0.19
N -0.8638 1.0516 -0.6634 1.332 -2.071 -0.838 0.19
H 1.4124 1.0814 1.5590 0.361 -0.114 -0.039 0.14
H -1.0561 -0.8181 1.4765 2.142 -0.148 0.655 0.16
N 1.2262 0.7620 0.6150 -1.156 -1.065 1.357 0.12
H 1.9822 0.8338 0.0029 1.721 0.378 -0.912 0.11
O -0.0777 -0.6678 1.7344 -2.207 -1.203 0.177 0.07
H -1.6569 1.1519 -0.1206 -2.786 0.365 0.734 0.12
H 0.0613 -0.6617 -1.6665 -0.848 -0.032 -0.260 0.16
```
Forces are in eV/Å.

Values from the calculation:
LUMO level (eV): -3.33
E_HOMO (eV): -14.1209
Net charge: +1
Energy above the lowest of the compared OMol25 structures with the same formula, charge and spin (eV): 1.5319
Total energy (eV): -11334.7126
Molecular weight (g/mol): 109.11
Orbital gap (eV): 10.788

This record from the OMol25 dataset describes a gas-phase ion, C5H11N2O2 (charge +1). The level of theory is wB97M-V/def2-TZVPD.

Geometry as XYZ:
```
20
Properties=species:S:1:pos:R:3:forces:R:3:lowdin_charge:R:1
H -1.4339 1.5248 -0.1695 -1.067 1.404 -0.363 0.12
C 2.0428 -1.2008 0.5476 -0.065 -1.296 -4.734 -0.15
H -0.0039 -1.5766 0.6186 -1.490 -1.359 0.278 0.13
H 2.3297 -2.2448 0.3468 -1.498 -0.224 0.679 0.16
H 0.7608 3.4437 -0.4780 0.086 -0.990 -0.299 0.14
H -3.2590 0.3421 0.7879 1.395 -1.717 0.331 0.16
H -2.0141 -1.0774 1.3584 -0.539 0.317 -0.201 0.12
H -2.9610 -0.2661 -1.5869 1.501 -0.336 1.116 0.15
C -2.3672 -0.3629 0.6072 -0.743 1.517 -0.184 -0.06
C -2.1529 -0.5647 -0.8405 0.026 0.415 -0.785 -0.05
C -1.3035 0.4942 -0.0950 -0.901 -0.317 0.175 -0.20
O 2.8356 -0.5331 -0.3796 0.608 2.016 1.127 -0.01
H 1.8481 1.3633 0.1023 0.547 0.191 0.081 0.12
N 0.6043 -0.8544 0.3894 2.135 0.784 -0.630 0.16
O 0.3572 2.7092 0.0262 -0.460 -0.113 0.573 -0.01
N 0.9326 1.4735 -0.2973 -1.518 -2.987 0.679 0.05
C 0.0907 0.2991 0.0405 2.109 2.804 -0.598 -0.14
H -1.4039 -1.2964 -1.1437 -0.922 -0.462 -0.247 0.11
H 2.3209 -0.9369 1.4725 1.280 1.142 3.381 0.10
H 2.7769 -0.7358 -1.3070 -0.482 -0.789 -0.378 0.11
```
Forces are in eV/Å.

Values from the calculation:
LUMO level (eV): -3.81
E_HOMO (eV): -14.2082
Net charge: +1
Energy above the lowest of the compared OMol25 structures with the same formula, charge and spin (eV): 3.7986
Total energy (eV): -12428.4413
Molecular weight (g/mol): 131.16
Orbital gap (eV): 10.399
Structure (SMILES): OC/[NH+]=C(\NO)C1CC1

This record from the OMol25 dataset describes 2 unconnected molecules or ions with the total composition CH5INP. The level of theory is wB97M-V/def2-TZVPD.

Geometry as XYZ:
```
9
Properties=species:S:1:pos:R:3:forces:R:3:lowdin_charge:R:1
H -1.9768 -1.2073 0.1055 -0.005 0.067 -0.044 -0.24
N 1.1390 0.1047 -0.0596 0.031 -0.186 0.499 -0.60
I 1.5409 -0.2140 1.9152 -0.248 0.423 -0.318 0.63
H -0.5181 1.5604 0.0989 0.677 -1.017 -1.060 0.08
C 0.4359 1.2998 -0.4782 0.367 1.695 3.574 -0.33
H 0.3734 1.0505 -1.4945 -0.752 0.804 -1.666 0.04
P -1.1099 -2.1064 -0.5655 0.121 -0.078 0.386 0.56
H -0.8624 -2.7927 0.6709 0.022 0.157 -0.350 -0.24
H 0.9779 2.3051 -0.1928 -0.212 -1.866 -1.020 0.11
```
Forces are in eV/Å.

Values from the calculation:
LUMO level (spin up / spin down) (eV): -1.09 / -1.00
E_HOMO (spin up / spin down) (eV): -9.1093 / -8.6217
Energy above the lowest of the compared OMol25 structures with the same formula, charge and spin (eV): 5.3570
Total energy (eV): -19993.0707
Molecular weight (g/mol): 188.94
Orbital gap (spin up / spin down) (eV): 8.022 / 7.625

This record from the OMol25 dataset describes 2 unconnected molecules or ions with the total composition C10H15BF8N3O4. The level of theory is wB97M-V/def2-TZVPD.

Geometry as XYZ:
```
41
Properties=species:S:1:pos:R:3:forces:R:3:lowdin_charge:R:1
H -5.2120 -1.9199 3.0535 0.266 -0.080 0.153 0.15
F -5.2984 -4.1222 1.2970 -0.186 -0.077 0.114 0.11
H 3.4009 4.2078 -1.8753 -0.015 0.042 -0.282 0.19
H -0.9715 0.2404 -2.6747 -0.261 0.113 -0.103 0.09
H -4.2686 -4.3422 3.6303 -0.023 0.061 -0.010 0.17
C 4.9539 -0.3043 -1.7061 -0.640 -1.524 2.807 -0.31
O 5.0675 0.3723 -2.7953 0.543 -0.167 -0.235 0.11
H -1.8311 0.3682 0.9130 -0.129 0.027 0.020 0.16
C -4.2492 -3.3534 1.6927 0.292 0.418 -0.300 -0.44
C 4.1482 1.4541 -2.8104 -0.682 0.712 -0.385 -0.32
H 0.8419 -0.0884 0.1226 -0.186 -0.490 0.484 0.11
F -0.9494 0.4756 2.7037 -0.042 0.066 0.011 0.09
C 2.1622 1.2410 -1.5260 -0.340 -0.265 -0.236 -0.20
H 3.6313 3.6927 -0.3694 0.119 0.073 0.163 0.19
F -3.5972 1.1099 2.6048 0.026 0.182 -0.007 0.14
C -4.8484 -1.9711 2.0286 -0.493 0.346 0.060 -0.03
N -0.0914 0.7192 -2.8294 0.346 -0.827 0.371 0.20
O 2.8464 1.0205 -2.7614 -0.001 0.006 0.097 0.02
N 3.4247 3.3654 -1.3085 -0.123 -0.037 0.134 0.12
B 0.7079 0.5560 -1.6558 -0.394 -0.203 -0.257 -0.56
N 4.7436 -0.8157 -0.6711 0.604 1.016 -2.219 0.21
O 0.2270 -0.1699 -0.6117 0.275 0.743 0.185 0.19
F -3.1682 -5.3418 2.3079 -0.063 0.038 -0.074 0.10
F -2.4795 -3.5269 3.2878 0.042 0.367 -0.041 0.10
O -4.1149 -0.8018 1.6638 0.622 -0.429 0.040 0.05
H 1.6540 2.8495 -0.2863 -0.095 0.241 0.419 0.15
H -5.7344 -1.9087 1.3997 0.020 -0.031 -0.063 0.15
C -3.2116 -0.1802 2.4926 -0.702 -0.178 -0.002 -0.55
C 2.0522 2.7157 -1.2791 -0.249 -0.257 0.527 -0.03
F -1.3512 -1.4006 1.6677 -0.049 -0.236 0.105 0.11
F -3.4184 -3.2408 0.6334 0.125 0.029 0.076 0.13
C -1.8150 -0.1579 1.8687 0.214 0.055 -0.204 -0.30
F -3.2012 -0.6915 3.7320 0.115 -0.236 -0.040 0.16
H 4.2886 1.9066 -3.7745 0.216 0.003 -0.561 0.17
H 5.3117 3.0815 -2.1623 0.348 0.384 -0.126 0.15
H 1.3819 3.2212 -1.9518 0.040 0.174 -0.595 0.15
H 4.9934 2.0161 -0.8637 -0.181 -0.458 0.501 0.14
C 4.5463 2.4622 -1.7324 0.202 0.242 -0.302 0.00
H 0.3331 0.2314 -3.6125 0.107 0.644 -0.439 0.10
H 2.6845 0.7735 -0.6955 0.375 -0.154 0.076 0.13
C -3.5712 -4.1534 2.8098 -0.048 -0.329 0.135 -0.31
```
Forces are in eV/Å.

Values from the calculation:
LUMO level (eV): -3.84
E_HOMO (eV): -13.4281
Net charge: +1
Total energy (eV): -45683.7132
Molecular weight (g/mol): 404.04
Orbital gap (eV): 9.586

This record from the OMol25 dataset describes a single C19H23N3O5 molecule. The level of theory is wB97M-V/def2-TZVPD.

Geometry as XYZ:
```
50
Properties=species:S:1:pos:R:3:forces:R:3:lowdin_charge:R:1
C -2.6584 1.8150 -2.1279 -0.296 -0.033 0.036 -0.19
H -6.8856 2.8185 -2.0403 -0.007 -0.091 0.023 0.09
H -0.7329 3.1155 -3.5098 -0.013 0.008 0.040 0.10
O 1.0903 -0.1010 -2.0325 0.026 0.382 -0.092 0.05
H -1.1967 -0.1662 5.3701 0.085 -0.040 0.025 0.09
C 4.6381 -2.0043 0.1654 -0.031 0.069 0.065 -0.09
H 2.2330 -1.0561 4.5372 -0.038 -0.024 0.096 0.10
C -3.1300 -0.8333 -1.4272 0.331 -0.029 -0.032 -0.04
O -4.9569 2.3079 -2.0739 0.385 0.010 -0.034 -0.07
C -1.2318 3.6290 -2.6819 0.234 0.082 -0.041 -0.08
H -3.3214 -1.8602 -1.1526 -0.016 -0.123 0.034 0.11
C 2.2077 -0.6563 3.5358 -0.238 -0.016 0.263 -0.01
H -6.6017 1.1414 -2.5673 0.016 0.016 0.035 0.10
C 3.3530 -0.2850 1.4417 0.165 0.196 0.105 -0.25
H 0.5334 0.0998 5.6959 -0.018 -0.032 -0.025 0.09
H -0.6126 3.5488 -1.7828 -0.017 -0.011 -0.033 0.10
C 0.5474 -1.1175 -1.6442 0.246 -0.494 0.069 -0.52
H 2.2029 0.7545 -0.0431 0.004 0.011 -0.082 0.10
C -1.8334 -0.3959 -1.6378 -0.364 0.188 -0.007 -0.22
C -0.1862 -0.3897 5.0313 -0.006 -0.080 0.201 -0.09
O -0.1047 0.1126 3.7205 0.113 0.096 -0.313 -0.09
C 4.5458 -0.5134 0.5507 -0.051 -0.107 0.101 -0.14
H -6.4564 1.5751 -0.8398 0.009 -0.003 -0.040 0.10
H 4.4504 0.0993 -0.3477 0.051 0.054 0.021 0.11
H 0.9841 -2.9521 -0.7276 0.051 0.192 -0.056 0.14
C 1.0653 -0.0415 3.0367 0.009 0.045 -0.152 -0.27
H 0.1954 0.9502 1.3603 -0.124 0.083 -0.047 0.12
H -1.3662 4.6793 -2.9358 0.057 -0.072 0.015 0.09
H 5.2748 -2.1346 -0.7102 0.052 -0.067 0.006 0.12
N 2.6728 -2.0525 -1.2371 -0.317 0.387 -0.484 0.09
H 2.9675 -1.1861 -1.6745 -0.006 -0.170 0.131 0.14
C 1.0842 0.4702 1.7396 -0.157 -0.057 0.193 0.01
O -2.5273 3.1244 -2.4646 -0.304 -0.307 0.096 -0.06
O 2.6821 -3.3700 0.5749 -0.130 -0.118 0.189 0.07
H 5.4665 -0.2222 1.0604 0.017 0.041 -0.111 0.12
H 4.2072 -1.2672 3.1376 0.103 -0.084 0.059 0.12
C 2.2146 0.3522 0.9595 0.038 0.009 0.097 -0.04
H -1.0783 -2.2344 -1.1766 0.114 0.120 -0.043 0.15
C -1.6024 0.9330 -1.9879 0.109 0.257 -0.071 0.05
C 3.2516 -2.5426 -0.1098 0.228 -0.171 -0.209 -0.50
H -0.5883 1.2520 -2.1480 0.035 0.077 -0.028 0.09
C 3.3324 -0.7750 2.7382 -0.006 0.117 -0.205 -0.03
N 1.2947 -2.2677 -1.4143 0.173 -0.346 0.216 0.10
C -4.1946 0.0458 -1.5663 -0.088 0.292 -0.063 -0.02
N -0.7859 -1.3133 -1.4697 -0.086 -0.351 0.135 0.14
C -6.2913 1.9231 -1.8654 -0.183 -0.071 0.032 -0.09
H 5.0500 -2.5816 0.9930 -0.066 -0.038 -0.087 0.12
H -5.1932 -0.3226 -1.3964 -0.114 0.019 0.005 0.10
H -0.0271 -1.4727 5.0582 0.009 0.043 0.005 0.10
C -3.9821 1.3677 -1.9139 0.018 0.144 -0.038 -0.21
```
Forces are in eV/Å.

Values from the calculation:
LUMO level (eV): 0.71
E_HOMO (eV): -7.6707
Energy above the lowest of the compared OMol25 structures with the same formula, charge and spin (eV): 3.8111
Total energy (eV): -34783.4869
Molecular weight (g/mol): 373.41
Orbital gap (eV): 8.385
Structure (SMILES): COc1ccc(CCC(=O)NNC(=O)Nc2ccc(OC)c(OC)c2)cc1

This record from the OMol25 dataset describes a molecular structure, CH2BrO2S. The level of theory is wB97M-V/def2-TZVPD.

Geometry as XYZ:
```
7
Properties=species:S:1:pos:R:3:forces:R:3:lowdin_charge:R:1
O 1.6910 0.8302 -1.0141 0.149 0.102 -0.726 -0.52
H -1.9738 -0.8436 -1.8113 0.202 0.152 0.308 0.05
C -0.3458 -0.3942 0.2710 -1.253 1.137 1.198 -0.92
Br 0.2717 -2.1572 0.2876 0.353 -1.326 -0.070 0.43
S 1.0304 0.7771 0.2814 -1.551 1.041 1.770 0.51
O 0.3524 2.0302 0.7824 0.861 -1.014 -0.818 -0.56
H -1.0259 -0.2424 1.2029 1.239 -0.093 -1.663 0.00
```
Forces are in eV/Å.

Values from the calculation:
LUMO level (spin up / spin down) (eV): 3.26 / 3.00
E_HOMO (spin up / spin down) (eV): -3.7584 / -3.4425
Net charge: -1
Energy above the lowest of the compared OMol25 structures with the same formula, charge and spin (eV): 4.4288
Total energy (eV): -86038.6459
Molecular weight (g/mol): 158.00
Orbital gap (spin up / spin down) (eV): 7.016 / 6.447